[1]
The following is a DFT calculation (ωB97M-V/def2-TZVPD) of C6H7F3LiO3 as an isolated structure.

Properties
Total energy (eV): -20828.934
Charge: +1
HOMO-LUMO gap (eV): 7.78

Cartesian coordinates (Å):
C1 -3.2802 -0.7372 -2.1974
C2 -2.0550 -0.3260 -2.3905
O1 -1.5650 0.8058 -1.6963
C3 -0.8527 0.4479 -0.5978
O2 -0.9428 -0.6534 -0.1760
O3 -0.0355 1.3752 -0.0710
C4 0.1465 1.2030 1.3372
C5 1.5224 0.5923 1.7186
C6 1.8770 -0.7115 1.0022
F1 1.9065 -0.6488 -0.3301
F2 3.2312 -1.0452 1.3684
F3 1.1853 -1.7366 1.4066
H1 -3.5710 -1.6746 -2.6773
H2 -3.9356 -0.1528 -1.5437
H3 -1.4116 -0.8158 -3.1301
H4 -0.7018 0.6946 1.8271
H5 0.1427 2.2254 1.7632
H6 1.6219 0.4021 2.8005
H7 2.2991 1.3443 1.4661
Li1 4.4185 -0.5885 0.1202



[2]
The following is a DFT calculation (ωB97M-V/def2-TZVPD) of the molecule C6H7FN2.

Properties
SMILES: [H]/N=C(\F)[C@H]1C=CCC=N1
Total energy (eV): -12031.086
HOMO-LUMO gap (eV): 10.55

Cartesian coordinates (Å):
H1 -3.9660 0.0078 0.3174
N1 -3.2034 0.1442 -0.3457
C1 -2.0802 0.0433 0.0671
F1 -1.7261 -0.4352 1.3509
C2 -0.9603 0.2269 -0.9880
C3 0.1305 1.2561 -0.5118
C4 1.0709 0.7673 0.2734
C5 1.1277 -0.6206 0.6466
C6 0.4340 -1.4411 -0.3682
N2 -0.4651 -1.1032 -1.1950
H2 -1.4134 0.6351 -1.8070
H3 -0.0919 2.3470 -0.7153
H4 1.9471 1.3924 0.4732
H5 2.0959 -0.9839 0.8575
H6 0.5528 -0.6301 1.6604
H7 0.6351 -2.5071 -0.2768



[3]
The following is a DFT calculation (ωB97M-V/def2-TZVPD) of the molecule C6H7FN2.

Properties
SMILES: N[C@@H](F)c1ccncc1
Total energy (eV): -12032.178
HOMO-LUMO gap (eV): 10.34

Cartesian coordinates (Å):
N1 -2.0645 -0.9744 0.6161
C1 -1.6960 -0.0523 -0.4725
F1 -2.3939 1.2199 -0.3300
C2 -0.2189 0.1756 -0.2623
C3 0.5726 -0.9684 -0.4591
C4 1.9414 -0.8979 -0.2548
N2 2.5555 0.1911 0.1072
C5 1.8748 1.2710 0.3091
C6 0.4583 1.3435 0.0687
H1 -1.5133 -0.7552 1.4940
H2 -2.9916 -0.9224 0.8970
H3 -2.0445 -0.3838 -1.4860
H4 0.3052 -2.0315 -0.7731
H5 2.6337 -1.7142 -0.0849
H6 2.5340 2.2202 0.4100
H7 0.0471 2.2787 0.2206



[4]
The following is a DFT calculation (ωB97M-V/def2-TZVPD) of a 2-piece molecular cluster, C6H7FN2 overall.

Properties
Total energy (eV): -12026.474
HOMO-LUMO gap (alpha / beta) (eV): 9.10 / 6.67

Cartesian coordinates (Å):
C1 -2.7447 -1.0700 -0.0687
C2 2.8047 0.2259 -0.2534
C3 1.9478 -0.6048 0.2323
C4 -0.6812 -0.8121 -1.0650
C5 -1.1131 0.6167 0.7809
C6 -1.3173 -0.8302 0.1849
N1 -3.8299 -1.4074 -0.1210
N2 -0.7421 -0.7469 -2.2507
F1 2.2528 -1.5142 1.2985
H1 3.7654 0.3601 0.0452
H2 2.4069 0.8395 -1.0861
H3 -0.0485 0.6290 1.2152
H4 -1.2104 1.4342 0.0012
H5 -1.8621 0.6764 1.5936
H6 -0.8013 -1.5510 0.8687
H7 -1.3124 -0.8112 -3.0509



[5]
The following is a DFT calculation (ωB97M-V/def2-TZVPD) of the molecule C6H7FO.

Properties
SMILES: C[C@H]1C=COC=C1F
Total energy (eV): -11098.553
HOMO-LUMO gap (eV): 9.62

Cartesian coordinates (Å):
C1 -0.4841 -1.4656 -1.0115
C2 0.3417 -0.3191 -0.5024
C3 -0.3177 1.0482 -0.7416
C4 -0.3811 1.9517 0.1866
O1 -0.1253 1.6996 1.5121
C5 0.3597 0.4162 1.8265
C6 0.6431 -0.5137 0.9498
F1 1.2529 -1.7168 1.2250
H1 -1.3122 -1.7314 -0.3585
H2 0.1558 -2.3269 -1.2037
H3 -1.0060 -1.2629 -2.0369
H4 1.3011 -0.4023 -0.9979
H5 -0.4818 1.2041 -1.7938
H6 -0.4592 3.0166 0.0538
H7 0.5132 0.4024 2.8925



[6]
The following is a DFT calculation (ωB97M-V/def2-TZVPD) of C6H7FS as an isolated structure.

Properties
Total energy (eV): -19880.339
HOMO-LUMO gap (eV): 7.94

Cartesian coordinates (Å):
C1 -0.3996 -1.2715 -0.7583
C2 0.1333 0.0054 -0.0862
C3 -0.6342 0.8729 -0.9480
C4 -0.9303 -0.2405 -1.7955
C5 0.1506 0.5316 1.3606
C6 1.3607 0.2732 2.2259
H1 -1.2680 -1.9026 -0.3078
H2 1.0603 0.2429 -0.5492
H3 -1.5574 1.5054 -0.5777
H4 0.0783 1.6585 -1.3001
H5 -1.0726 1.0813 1.6998
H6 2.6314 -0.5007 2.2455
H7 1.0809 0.6537 3.3834
F1 0.5366 -2.0494 -1.2520
S1 -1.1700 -0.8601 -3.3404



[7]
The following is a DFT calculation (ωB97M-V/def2-TZVPD) of C6H7INO2S as an isolated structure.

Properties
Total energy (eV): -30855.624
Charge: -1
HOMO-LUMO gap (eV): 6.77

Cartesian coordinates (Å):
C1 1.3653 -0.6027 1.1079
C2 1.1409 -2.1083 1.3875
C3 2.2244 1.0599 -0.4644
C4 -0.8675 1.2689 0.4666
C5 -1.5164 -0.1947 -1.4587
C6 -1.7712 0.1804 -0.0049
N1 1.9917 0.0813 0.3691
O1 0.6115 -2.5131 0.3549
O2 1.5015 -2.5917 2.4360
S1 0.1564 2.1663 -0.4007
I1 -1.1882 1.7089 2.5748
H1 2.9292 1.8183 -0.1536
H2 2.2333 0.7983 -1.5140
H3 -1.4649 0.6998 -2.0787
H4 -2.3176 -0.8363 -1.8231
H5 -0.5771 -0.7365 -1.5388
H6 -1.6388 -0.7089 0.6176
H7 -2.8125 0.5100 0.1223



[8]
The following is a DFT calculation (ωB97M-V/def2-TZVPD) of a 2-piece molecular cluster, C6H7IO2S overall.

Properties
Total energy (eV): -29362.317
HOMO-LUMO gap (eV): 8.07

Cartesian coordinates (Å):
C1 0.5937 0.8422 1.4067
C2 1.2073 1.9274 1.8460
C3 0.7757 2.0477 -0.5835
C4 0.2123 0.9654 0.0461
C5 -1.7889 -2.0174 -0.6338
C6 -0.4694 -0.1530 -0.6214
O1 -1.0568 -1.0575 0.0851
O2 1.1058 -1.1914 -1.2608
S1 1.4809 3.1140 0.5913
I1 1.7833 -2.2808 0.1306
H1 0.4175 0.0204 1.9446
H2 1.7070 2.1586 2.8438
H3 0.8347 2.3432 -1.5750
H4 -2.3372 -2.5078 0.1728
H5 -1.2881 -2.7366 -1.2239
H6 -2.2088 -1.4824 -1.4633
H7 -0.9690 0.0080 -1.7054



[9]
The following is a DFT calculation (ωB97M-V/def2-TZVPD) of C6H7LiNaO6 as an isolated structure.

Properties
Total energy (eV): -23236.132
Charge: +1
HOMO-LUMO gap (eV): 8.09

Cartesian coordinates (Å):
Na1 -3.3155 1.7245 -1.5770
O1 -1.4364 1.4197 0.1124
O2 -1.1485 -0.8885 0.7278
C1 -2.1932 -1.7973 0.3680
C2 -2.2293 -1.6695 -1.1486
O3 -1.8069 -0.3094 -1.3482
C3 -1.1225 0.1037 -0.1998
H1 -1.9164 -2.7959 0.7164
H2 -3.1367 -1.4819 0.8336
H3 -3.2318 -1.7848 -1.5749
H4 -1.5090 -2.3376 -1.6412
Li1 5.5341 0.9332 1.5308
O4 4.4904 1.8253 0.0912
O5 2.3226 1.3798 -0.0349
C4 1.2451 0.6665 0.4522
C5 0.0362 0.9959 -0.3318
O6 3.5689 0.5874 1.6793
C6 3.5164 1.2773 0.6417
H5 1.5020 -0.3747 0.6803
H6 0.2279 1.3911 -1.3345
H7 0.6027 1.1352 1.3572



[10]
The following is a DFT calculation (ωB97M-V/def2-TZVPD) of the molecule C6H7N.

Properties
SMILES: [H]/N=C1/C[C@]1(C)C#C
Total energy (eV): -7821.256
HOMO-LUMO gap (eV): 9.57

Cartesian coordinates (Å):
H1 -1.9854 0.9431 -1.5552
N1 -2.2422 0.8712 -0.5874
C1 -1.2366 0.4865 0.0490
C2 -0.6893 0.0728 1.3123
C3 0.2021 -0.2074 0.0059
C4 0.3666 -1.6120 -0.6023
C5 1.1757 0.7793 -0.1096
C6 1.9203 1.7125 -0.0396
H2 -0.2942 0.8222 1.9112
H3 -1.1684 -0.7565 1.8566
H4 0.6175 -1.2393 -1.6652
H5 -0.5929 -2.1606 -0.5856
H6 1.2191 -2.1083 -0.0457
H7 2.7079 2.3966 0.0556



[11]
The following is a DFT calculation (ωB97M-V/def2-TZVPD) of the molecule C6H7N.

Properties
SMILES: CC1=C2C=N[C@H]2C1
Total energy (eV): -7820.100
HOMO-LUMO gap (eV): 9.37

Cartesian coordinates (Å):
C1 -1.9232 -0.7252 -0.0027
C2 -0.6413 -0.0654 0.3123
C3 0.5611 -0.5174 0.6917
C4 1.8159 -1.1106 -0.1185
N1 2.1797 0.0250 -0.5384
C5 1.2487 0.8013 0.3703
C6 -0.1394 1.2940 -0.1899
H1 -2.6464 -0.0276 -0.1975
H2 -2.1106 -1.2884 0.8744
H3 -1.9667 -1.1895 -0.9944
H4 2.1470 -2.1445 -0.2867
H5 1.8874 1.5123 0.9166
H6 -0.0711 1.2809 -1.1910
H7 -0.3413 2.1552 0.3537



[12]
The following is a DFT calculation (ωB97M-V/def2-TZVPD) of the molecule C6H7N.

Properties
SMILES: C=C(C)C(=C)C#N
Total energy (eV): -7821.134
HOMO-LUMO gap (eV): 9.57

Cartesian coordinates (Å):
C1 -1.3473 -1.3627 1.0282
C2 -0.5136 -0.4816 0.2191
C3 -0.8346 -0.2782 -1.1684
C4 0.9502 0.5759 0.2433
C5 1.0159 1.6935 0.9865
C6 1.9544 -0.0017 -0.5178
N1 2.8173 -0.4669 -1.0671
H1 -2.2979 -1.5918 0.5664
H2 -1.2073 -1.8717 1.9678
H3 -1.1659 -1.2610 -1.7818
H4 0.1220 0.0431 -1.6362
H5 -1.5813 0.5608 -1.4125
H6 1.9148 2.2715 0.9860
H7 0.1731 2.1706 1.5866



[13]
The following is a DFT calculation (ωB97M-V/def2-TZVPD) of the molecule C6H7N.

Properties
SMILES: C#C[C@@H](C)CC#N
Total energy (eV): -7823.284
HOMO-LUMO gap (eV): 11.30

Cartesian coordinates (Å):
C1 -1.1793 1.5983 -1.7993
C2 -0.4671 1.2068 -0.9110
C3 0.3077 0.4932 0.1134
C4 -0.5373 0.2987 1.3871
C5 0.8077 -0.8143 -0.5814
C6 0.9895 -1.9617 0.3079
N1 1.0867 -2.8793 1.0056
H1 -1.8108 1.9215 -2.5964
H2 1.1945 1.0773 0.3814
H3 -1.5985 0.2195 1.1442
H4 -0.2379 -0.5965 1.9373
H5 -0.4095 1.1550 2.0538
H6 0.0967 -1.1101 -1.3581
H7 1.7577 -0.6084 -1.0845



[14]
The following is a DFT calculation (ωB97M-V/def2-TZVPD) of C6H7N as an isolated structure.

Properties
Total energy (eV): -7819.949
HOMO-LUMO gap (alpha / beta) (eV): 8.09 / 8.93

Cartesian coordinates (Å):
C1 1.1614 1.0488 -0.2997
C2 2.1603 0.1922 0.1700
C3 -0.7844 -0.2557 0.3204
C4 0.3335 -0.0153 -0.7298
C5 1.5201 -0.9548 -0.1819
C6 -2.2029 0.0641 0.1052
N1 -0.3733 -1.0074 1.2132
H1 1.0135 1.9868 0.1081
H2 2.9370 0.3012 0.8999
H3 0.0074 -0.1027 -1.7294
H4 1.8527 -1.9614 -0.3491
H5 -2.2973 0.8199 0.8827
H6 -2.8799 -0.7098 0.3947
H7 -2.4481 0.5940 -0.8042



[15]
The following is a DFT calculation (ωB97M-V/def2-TZVPD) of the molecule C6H7N.

Properties
Total energy (eV): -7821.959
HOMO-LUMO gap (eV): 9.19

Cartesian coordinates (Å):
N1 -2.7162 -0.3326 -1.7794
C1 -1.7880 -0.4428 -1.0925
C2 -0.6261 -0.5439 -0.2087
C3 -0.7106 0.3705 1.0484
C4 0.6579 0.7642 1.4911
C5 1.5127 0.3234 0.3844
C6 0.7056 -0.1050 -0.8507
H1 -0.5447 -1.5883 0.1205
H2 -1.0985 1.3644 0.7564
H3 -1.3774 0.0168 1.8374
H4 1.8138 -0.5466 1.0190
H5 2.4468 0.8572 0.2269
H6 0.5466 0.7562 -1.5109
H7 1.1781 -0.8936 -1.4419